(1)
23
Properties=species:S:1:pos:R:3:forces:R:3 method="wB97M-V/def2-TZVPD" gap_ev="4.6 / 12.4" homo_energy_ev="-3.52 / -11.57" total_energy_ev=-7968.50212 relative_energy_kcal_mol=29.3 e_lumo_ev="1.061 / 0.783" multiplicity=2
H 1.589682 -0.861977 1.220048 -0.06 0.03 -0.12
H -2.037701 -1.237395 0.222664 0.39 -0.80 -0.47
C 0.866891 1.718469 0.068387 0.38 -0.23 0.20
H 1.475571 2.007774 -0.786610 -0.19 -0.27 -0.28
H -0.664070 0.241619 -3.101875 -0.15 -0.08 -0.14
H -0.171446 -1.289134 -1.312771 -0.44 -0.17 0.05
H 1.591111 1.409426 0.823691 0.08 0.18 0.19
C 0.377603 -0.351249 -1.282897 -0.27 -0.75 0.24
H 0.617239 1.332603 -2.575154 -0.12 0.06 -0.19
H 0.798585 -1.243875 2.600292 -0.36 -0.02 0.03
H -1.822455 -1.575802 1.974153 -0.13 -0.16 -0.08
C -1.779620 -0.832916 1.183969 -0.67 0.64 0.22
C 0.326151 0.284479 -2.666330 0.63 0.48 0.51
H -1.028856 1.069577 -0.513019 -0.36 -0.45 0.09
N 0.630891 -1.104581 1.555770 0.06 0.41 0.01
H 1.373693 -0.712044 -1.031950 0.39 0.35 -0.09
H -0.481074 0.674620 1.925057 0.31 0.14 0.48
H 0.383966 2.639890 0.389954 -0.15 -0.11 0.28
C -0.443843 -0.101913 1.181846 -0.49 -0.40 -0.64
H 0.367254 -2.014819 1.137162 0.32 -0.36 0.06
C -0.131415 0.552522 -0.159422 0.65 1.46 -0.56
H -2.628591 -0.148105 1.318144 0.38 0.23 0.42
H 1.069367 -0.163651 -3.320575 -0.20 -0.20 -0.20


(2)
23
Properties=species:S:1:pos:R:3:forces:R:3 method="wB97M-V/def2-TZVPD" gap_ev=9.4 homo_energy_ev=-14.07 total_energy_ev=-7962.24897 relative_energy_kcal_mol=73.4 e_lumo_ev=-4.629 charge=+1
H 1.328952 -0.643440 0.639314 -0.19 0.44 -0.37
C 0.370259 1.683684 1.346170 0.52 -1.78 -0.63
C -0.648445 -0.488237 -0.191726 0.02 -1.27 -1.04
H 0.844256 -2.374183 2.255921 0.08 0.20 -0.04
H -0.388484 -0.108882 -1.190120 0.41 1.25 0.70
N -0.005343 -0.844638 -3.533854 -0.39 -0.72 0.29
H 0.974590 -0.886121 -3.759406 0.42 0.58 -0.17
C 0.225070 2.430499 0.025832 -0.03 1.67 0.39
C 0.283522 -0.910732 0.757264 0.07 -1.69 -1.19
C 0.168486 -2.244361 1.412028 -1.20 -1.18 1.26
C -0.477595 0.352856 1.440187 1.21 3.62 0.40
H -0.617315 2.131429 -0.589147 -0.14 -0.16 0.00
H 0.144375 2.226125 2.261921 -0.17 0.39 -0.29
H -0.486183 -0.234336 -4.176484 0.25 0.52 -0.17
H 0.300432 -3.108438 0.758533 0.60 0.49 -0.54
H 0.067695 3.493200 0.251928 -0.24 -0.16 -0.08
H -1.505374 0.707509 1.309263 -0.25 -0.88 0.16
H 1.408809 1.353146 1.435222 0.02 0.27 0.25
H 1.119334 2.487974 -0.595648 0.05 -0.62 0.09
H -0.288382 0.060465 2.478776 -0.86 -0.75 -0.15
H -0.838321 -2.490458 1.776425 0.01 0.59 0.14
H -1.674586 -0.836604 -0.254809 0.11 -0.46 0.69
H -0.305743 -1.756460 -3.857599 -0.32 -0.33 0.29